Record 1
ORCA calculation (ωB97M-V/def2-TZVPD) on the ion C5H11N2S with charge +1 in a non-equilibrium geometry.

Cartesian coordinates (Å):
C -1.2264 0.8122 -0.4284
C -1.9919 1.3746 -1.2884
C 0.4664 -0.1482 1.0859
C -1.0220 -1.6047 -0.4719
C 2.8249 0.2673 0.5367
N -0.5670 -0.4606 -0.1143
N 1.4989 0.7094 0.5648
S -2.6359 -1.6322 -1.0682
H -1.1020 1.3928 0.5251
H -2.2304 0.9786 -2.2933
H -2.4480 2.3342 -1.1059
H -0.2462 0.4349 1.6966
H 0.9151 -1.0672 1.4442
H -0.5914 -2.4773 -0.1237
H 3.2838 0.1268 -0.5119
H 3.5398 0.9579 0.9983
H 2.8865 -0.7730 0.9748
H 1.6439 1.6240 1.0200
H -2.9981 -2.8497 -1.4404

Its max |F| is 0.103 Eh/bohr. The HOMO-LUMO gap comes out at 8.57 eV. For the HOMO energy, the calculation gives -0.4862 Eh. Its energy above the lowest of the compared OMol25 structures with the same formula, charge and spin is 88.6 kcal/mol. Its net charge is +1. The total energy comes out at -19169.0457 eV.

***

Record 2
ORCA calculation (ωB97M-V/def2-TZVPD) on a cluster of 2 separate species, C3H9NS in total.

Cartesian coordinates (Å):
C 1.9006 -0.3732 -2.3804
C 1.1996 -1.2307 -1.3829
C 0.2077 -0.7867 -0.6012
N -0.5262 -1.5500 0.2729
H 1.4635 0.6260 -2.4416
H 2.9668 -0.2578 -2.1529
H 1.9043 -0.7351 -3.4145
H 1.4417 -2.2856 -1.4087
H -0.1197 0.2407 -0.7123
H -1.0414 -1.1158 1.0151
H -0.1060 -2.4089 0.5898
S -1.2599 1.7514 1.7180
H -2.2271 1.9126 2.6332
H -0.3687 1.3250 2.6272

Its max |F| is 0.019 Eh/bohr. The HOMO-LUMO gap comes out at 8.39 eV. For the HOMO energy, the calculation gives -0.2821 Eh. As for the structure (SMILES): C/C=C/N.S. Its energy above the lowest of the compared OMol25 structures with the same formula, charge and spin is 17.1 kcal/mol. Its net charge is 0. The total energy comes out at -15581.5899 eV.

***

Record 3
ORCA calculation (ωB97M-V/def2-TZVPD) on a cluster of 7 separate species, CH16O7 in total in a non-equilibrium geometry.

Cartesian coordinates (Å):
C 2.9515 13.0304 6.5746
O 2.9299 11.5924 6.3870
H 1.9642 13.4474 6.4826
H 3.4727 13.3732 7.4395
H 3.4979 13.4739 5.7658
H 2.4206 11.2047 7.0712
O 5.5856 13.0028 4.1171
H 6.4356 12.4961 4.3795
H 4.9884 12.2448 4.1751
O 0.7656 6.7190 6.7901
H 1.1219 6.1482 6.0834
H 1.4670 7.3186 6.8493
O 0.6187 9.6801 4.4519
H 1.0014 10.5070 4.8430
H -0.2473 9.6515 4.9230
O 2.6456 8.6119 6.0928
H 3.5487 8.6620 5.6813
H 1.9873 8.8523 5.3541
O -1.3684 8.5811 6.1835
H -1.3441 8.4301 7.1715
H -0.9903 7.6849 5.9189
O 5.0561 9.8768 4.9599
H 4.4941 10.2931 5.6116
H 5.8420 9.5499 5.3551

Its max |F| is 0.056 Eh/bohr. The HOMO-LUMO gap comes out at 11.54 eV. For the HOMO energy, the calculation gives -0.4110 Eh. As for the structure (SMILES): CO.O.O.O.O.O.O. Its energy above the lowest of the compared OMol25 structures with the same formula, charge and spin is 15.5 kcal/mol. Its net charge is 0. The total energy comes out at -15628.9471 eV.

***

Record 4
ORCA calculation (ωB97M-V/def2-TZVPD) on a structure of composition C24H48BaCl2F2NO16S2 in a non-equilibrium geometry.

Cartesian coordinates (Å):
Ba 0.7661 2.6661 2.7492
N -0.2630 0.8947 1.1348
S -0.8043 -0.5173 1.0832
O -0.1864 -1.4975 0.2007
O -2.1621 -0.7873 1.4752
F -0.0783 -0.8452 2.5206
S -0.6019 1.1386 -0.4533
O -2.0272 1.2264 -0.8405
O 0.4384 0.6343 -1.3095
F -0.1657 2.7349 -0.3366
Cl -1.0859 -3.2618 7.1386
C -2.7317 -2.7023 6.5734
C -2.7209 -2.2239 5.0838
Cl -4.0947 -1.1293 4.8888
H -3.0666 -1.9198 7.2542
H -3.4563 -3.5077 6.6932
H -3.0041 -3.0726 4.4611
H -1.7495 -1.8902 4.7190
C 2.8883 4.8104 0.8259
O 2.4963 3.4312 0.9459
C 3.6583 2.5797 0.8238
C 3.1757 1.1048 0.9942
O 2.7535 0.8123 2.2746
C 2.7595 -0.6180 2.5206
H 3.7844 5.0186 1.4105
H 2.0921 5.3966 1.2846
H 2.8695 5.1223 -0.2184
H 4.4688 2.9797 1.4331
H 3.9385 2.6481 -0.2274
H 3.9214 0.3781 0.6719
H 2.3859 1.0528 0.2448
H 2.1079 -1.1688 1.8421
H 2.3550 -0.8376 3.5086
H 3.7479 -1.0732 2.5836
C -5.5177 -1.3918 -5.3880
O -4.3033 -2.1354 -5.4932
C -3.0600 -1.5075 -5.1488
C -1.8987 -2.5000 -5.2633
O -1.3579 -2.8301 -4.0415
C -0.4160 -1.8933 -3.4925
H -5.8586 -1.5278 -4.3616
H -6.1761 -1.6676 -6.2117
H -5.1668 -0.3702 -5.5339
H -2.9152 -1.1907 -4.1160
H -2.8225 -0.6884 -5.8276
H -1.1849 -2.0584 -5.9587
H -2.2578 -3.4322 -5.6993
H -0.7300 -0.8707 -3.2832
H 0.3751 -1.7096 -4.2196
H 0.0053 -2.2942 -2.5707
C 3.5653 -2.7719 -1.1218
O 3.1305 -4.0683 -1.3294
C 3.3318 -4.9258 -0.1925
C 2.2909 -4.8672 0.9467
O 1.0888 -5.5340 0.5013
C 0.4160 -4.9528 -0.6398
H 3.3297 -2.2051 -2.0225
H 4.6295 -2.8484 -0.8991
H 3.0163 -2.3404 -0.2848
H 4.3565 -4.7943 0.1550
H 3.3411 -5.9658 -0.5186
H 1.9078 -3.9152 1.3141
H 2.8338 -5.3813 1.7399
H 0.7434 -5.2711 -1.6295
H 0.3278 -3.8711 -0.5391
H -0.5975 -5.3485 -0.7044
C -2.8967 3.7869 2.9742
O -1.9338 3.0912 3.7088
C -2.4089 1.7880 4.0733
C -1.4823 1.2525 5.1978
O -0.1347 1.0205 4.8000
C 0.6584 0.3802 5.7946
H -2.4242 4.5057 2.3048
H -3.5252 4.4443 3.5749
H -3.5955 3.0923 2.5080
H -2.5559 1.0829 3.2553
H -3.4004 1.7889 4.5261
H -1.9499 0.3243 5.5265
H -1.5322 1.8692 6.0952
H 0.5300 -0.6879 5.9702
H 0.7466 0.8476 6.7753
H 1.6870 0.2787 5.4485
C -0.1923 4.7423 -5.0455
C 0.7255 4.9066 -4.0073
C 1.4501 3.6966 -3.4092
O 2.2927 3.8030 -2.5151
C 0.9986 2.4126 -4.0889
C 0.2005 2.3669 -5.1506
C -0.5648 3.5063 -5.6940
O -1.2490 3.3653 -6.6926
O 0.0925 1.1593 -5.7433
O 1.1700 6.1269 -3.6726
H -0.4783 5.6972 -5.4612
H 1.6052 1.5902 -3.7395
H -0.1740 1.3321 -6.6492
H 1.5054 5.9816 -2.7849

Its max |F| is 0.216 Eh/bohr. The HOMO-LUMO gap comes out at 7.01 eV. For the HOMO energy, the calculation gives -0.3931 Eh. Its net charge is +1. The total energy comes out at -112747.4279 eV.

***

Record 5
ORCA calculation (ωB97M-V/def2-TZVPD) on a structure of composition C47H44Br3IN10OSr in a non-equilibrium geometry.

Cartesian coordinates (Å):
Sr 0.0334 -0.4794 -0.5466
C 3.0992 -2.4651 -0.4298
N 2.5017 -1.6974 0.6654
C 3.5487 -0.8573 1.2455
C 3.0103 0.0953 2.2841
C 3.7256 0.3662 3.4421
C 3.2021 1.2622 4.3608
C 1.9806 1.8503 4.0895
C 1.3346 1.5096 2.9105
N 1.8253 0.6515 2.0212
C 1.9658 -2.5459 1.7357
C 0.8155 -3.4285 1.3426
C 0.8057 -4.7737 1.6685
C -0.2831 -5.5469 1.2944
C -1.3180 -4.9450 0.6061
C -1.2374 -3.5849 0.3469
N -0.1981 -2.8352 0.7057
C 2.1188 -3.1587 -1.3395
C 2.2132 -4.5219 -1.5700
C 1.3182 -5.1273 -2.4348
C 0.3570 -4.3461 -3.0455
C 0.3306 -2.9906 -2.7596
N 1.1930 -2.3974 -1.9346
H 3.8162 -3.2071 -0.0414
H 3.6607 -1.7487 -1.0352
H 3.9965 -0.2810 0.4340
H 4.3480 -1.4733 1.6903
H 4.6703 -0.1279 3.6202
H 3.7335 1.4861 5.2751
H 1.5203 2.5487 4.7732
H 0.3769 1.9447 2.6625
H 1.6058 -1.8730 2.5181
H 2.7674 -3.1595 2.1790
H 1.6443 -5.2064 2.1968
H -0.3118 -6.6023 1.5306
H -2.1866 -5.4994 0.2823
H -2.0320 -3.0666 -0.1746
H 2.9729 -5.1001 -1.0625
H 1.3704 -6.1912 -2.6219
H -0.3725 -4.7653 -3.7228
H -0.4136 -2.3538 -3.2183
C 1.1358 1.5382 -3.9876
C -0.1715 0.8693 -4.2800
C -0.7086 0.9537 -5.5839
C -1.8847 0.3365 -5.8691
C -2.5576 -0.3773 -4.8554
C -3.7615 -1.0964 -5.0704
Br -4.5853 -1.1110 -6.7775
C -4.3269 -1.8084 -4.0569
C -3.7382 -1.8101 -2.7844
Br -4.5558 -2.8679 -1.4428
C -2.5962 -1.0887 -2.4621
O -2.0673 -1.0594 -1.2983
C -1.9725 -0.3817 -3.5697
N -0.7793 0.2330 -3.3039
H 1.5464 2.0056 -4.8805
H 1.8596 0.8200 -3.6036
H 0.9957 2.3041 -3.2251
H -0.1704 1.5032 -6.3432
H -2.3079 0.3769 -6.8627
H -5.2310 -2.3777 -4.2213
C 3.5156 4.2637 1.6592
C 4.5985 4.4944 0.6121
C 5.8160 3.6190 0.8828
C 4.0607 4.3124 -0.8058
N 3.5200 2.9788 -1.0278
C 2.2866 2.5112 -0.8184
N 2.2861 1.2197 -1.0472
N 3.5450 0.9150 -1.4099
N 4.2916 1.9532 -1.3940
H 3.8800 4.5308 2.6500
H 3.2261 3.2119 1.6977
H 2.6190 4.8536 1.4642
H 4.9094 5.5441 0.6553
H 5.5617 2.5602 0.8189
H 6.1975 3.8089 1.8851
H 6.6190 3.8094 0.1714
H 4.8369 4.4641 -1.5560
H 3.2476 5.0137 -1.0017
H 1.4418 3.1000 -0.5157
C -0.7862 2.1345 -0.0510
C -2.0672 2.3099 0.5568
C -2.3032 2.4567 1.9444
C -3.5631 2.6376 2.4689
C -4.6832 2.6725 1.6408
C -4.4935 2.5044 0.2616
C -3.2369 2.3202 -0.2534
C -5.9921 2.8443 2.1819
N -7.0476 2.9811 2.6240
H 0.0545 2.5323 0.5075
H -0.7847 2.4575 -1.0941
H -1.4718 2.4343 2.6361
H -3.6892 2.7485 3.5398
H -5.3516 2.5133 -0.3993
H -3.1196 2.1874 -1.3238
Br -3.6466 -0.2877 6.0298
C -4.2442 -0.4928 4.2464
C -5.6043 -0.3555 4.0065
C -6.0905 -0.4799 2.7187
C -5.2195 -0.7298 1.6707
C -3.8602 -0.8603 1.9045
C -3.3718 -0.7458 3.1989
I -1.3229 -0.9463 3.5074
H -6.2696 -0.1336 4.8283
H -7.1472 -0.3489 2.5357
H -5.5838 -0.8050 0.6578
H -3.1950 -1.0328 1.0694

Its max |F| is 0.028 Eh/bohr. The HOMO-LUMO gap comes out at 5.83 eV. For the HOMO energy, the calculation gives -0.2158 Eh. Its energy above the lowest of the compared OMol25 structures with the same formula, charge and spin is 4.0 kcal/mol. Its net charge is 0. The total energy comes out at -285468.6696 eV.

***

Record 6
ORCA calculation (ωB97M-V/def2-TZVPD) on a cluster of 4 separate species, C18H38N4O5P in total in a non-equilibrium geometry.

Cartesian coordinates (Å):
N -2.8891 -3.1211 -1.2235
P -1.6909 -2.3385 -1.7948
N -1.4738 -0.7548 -1.0922
C -0.3582 -0.0283 -0.9259
N 0.8138 -0.4740 -1.3652
C 2.0928 0.0344 -0.7704
C 1.9120 1.4164 -0.1974
C 0.6393 1.4693 0.6250
C 0.4994 2.8069 1.3654
C -0.8252 3.5113 1.2174
O -1.6363 3.6153 2.0897
O -0.9921 4.0336 -0.0235
N -0.4483 1.1979 -0.3642
H -3.4032 -2.6444 -0.4842
H -1.7361 -2.1118 -3.1786
H -0.4385 -2.9371 -1.5515
H -2.3558 -0.3631 -0.7916
H 0.8358 -1.4859 -1.3973
H 2.4353 -0.6852 -0.0337
H 2.8246 0.0708 -1.5698
H 2.7662 1.6711 0.4226
H 1.8474 2.1637 -0.9834
H 0.6578 0.6532 1.3471
H 1.2845 3.5000 1.0699
H 0.6153 2.6219 2.4264
H -1.9201 3.9631 -0.2939
H -1.3770 1.3001 0.0307
C 0.8112 4.9839 -4.7063
C -0.1578 4.5459 -3.6083
C 0.7471 3.6990 -2.7246
O 2.0561 4.2511 -2.8349
C 2.0984 5.1895 -3.9177
H 0.4967 5.8802 -5.2368
H 0.9380 4.1823 -5.4366
H -0.5167 5.4161 -3.0541
H -1.0227 3.9974 -3.9802
H 0.7789 2.6563 -3.0769
H 0.4448 3.7069 -1.6801
H 2.1530 6.2002 -3.5028
H 2.9960 5.0095 -4.5081
C -5.7871 -3.6019 3.0864
C -6.0125 -2.1019 2.9033
C -4.7829 -1.7059 2.0985
O -4.4379 -2.8428 1.3015
C -5.1743 -3.9920 1.7492
H -6.6972 -4.1564 3.3052
H -5.0766 -3.7792 3.8960
H -6.9183 -1.9259 2.3207
H -6.0973 -1.5518 3.8383
H -3.9393 -1.4661 2.7563
H -4.9674 -0.8516 1.4417
H -5.9434 -4.2233 1.0074
H -4.4940 -4.8395 1.8177
C 4.3644 -4.0358 2.1705
C 5.6789 -3.2578 2.1873
C 5.4089 -2.1664 1.1626
O 3.9985 -1.8956 1.2295
C 3.3481 -2.9165 1.9991
H 4.1910 -4.6236 3.0694
H 4.3362 -4.7094 1.3120
H 5.8436 -2.8195 3.1731
H 6.5476 -3.8618 1.9345
H 5.6533 -2.5002 0.1497
H 5.9543 -1.2452 1.3651
H 3.0548 -2.4946 2.9656
H 2.4458 -3.2390 1.4739

Its max |F| is 0.031 Eh/bohr. The HOMO-LUMO gap comes out at 8.97 eV. For the HOMO energy, the calculation gives -0.4316 Eh. Its net charge is +1. The total energy comes out at -44761.7905 eV.

***

Record 7
ORCA calculation (ωB97M-V/def2-TZVPD) on a structure of composition C48H55KN8O4S.

Cartesian coordinates (Å):
K -0.2661 -0.5096 -0.6430
C -0.4427 0.6839 -5.3882
C 0.4779 1.6208 -4.6061
C 1.5602 2.2128 -5.5115
C -0.2958 2.7139 -3.8997
C -1.1200 3.5425 -4.6517
C -1.8200 4.5825 -4.0667
C -1.6750 4.7947 -2.7066
C -0.8572 3.9913 -1.9172
C -0.7843 4.3314 -0.4367
C 0.6296 4.4798 0.1332
C -1.6038 3.3503 0.3987
C -0.1660 2.9155 -2.5117
N 0.6264 2.0572 -1.7171
C 1.9218 2.3010 -1.7859
O 2.5209 3.1438 -2.4919
C 2.7972 1.4966 -0.8332
C 3.9789 2.0887 -0.3983
C 4.7975 1.3811 0.4639
C 4.4395 0.0943 0.8264
C 3.2462 -0.4334 0.3449
N 2.4333 0.2689 -0.4518
C 2.9222 -1.8819 0.6930
O 3.8850 -2.5641 1.1079
N 1.6695 -2.2590 0.5194
C 1.4387 -3.6312 0.7495
C 0.7842 -4.0740 1.9162
C 0.5064 -5.4300 2.0683
C 0.8717 -6.3644 1.1157
C 1.5435 -5.9308 -0.0145
C 1.8354 -4.5873 -0.2111
C 2.6214 -4.1880 -1.4454
C 1.9852 -4.7073 -2.7344
C 4.0751 -4.6571 -1.3339
C 0.3522 -3.1517 3.0446
C -0.8897 -2.3470 2.6685
C 1.4542 -2.2378 3.5852
H 0.1391 -0.0857 -5.9010
H -1.0065 1.2302 -6.1483
H -1.1528 0.1846 -4.7280
H 0.9789 1.0433 -3.8299
H 1.1107 2.7989 -6.3192
H 2.1567 1.4157 -5.9684
H 2.2182 2.8577 -4.9288
H -1.2059 3.3784 -5.7211
H -2.4609 5.2238 -4.6608
H -2.2064 5.6147 -2.2334
H -1.2624 5.3140 -0.3501
H 1.0633 3.5064 0.3569
H 0.5883 5.0472 1.0674
H 1.2937 4.9921 -0.5652
H -1.1980 2.3457 0.3007
H -2.6460 3.3250 0.0730
H -1.5767 3.6218 1.4578
H 4.2185 3.0781 -0.7594
H 5.7171 1.8201 0.8350
H 5.0525 -0.5329 1.4571
H -0.0034 -5.7545 2.9702
H 0.6473 -7.4153 1.2575
H 1.8579 -6.6573 -0.7567
H 2.6267 -3.0969 -1.4897
H 1.9388 -5.7990 -2.7439
H 2.5862 -4.4003 -3.5949
H 0.9726 -4.3207 -2.8633
H 4.1253 -5.7507 -1.3223
H 4.5191 -4.2699 -0.4177
H 4.6613 -4.3028 -2.1882
H 0.0654 -3.8200 3.8645
H -0.6653 -1.6862 1.8350
H -1.2253 -1.7271 3.5040
H -1.7133 -3.0001 2.3720
H 1.6412 -1.4066 2.9078
H 2.3923 -2.7801 3.7137
H 1.1460 -1.8213 4.5481
S -4.6068 -0.1224 2.1020
C -4.6275 0.4637 3.7709
N -5.7460 0.3909 4.4361
N -5.5694 0.8571 5.7486
C -6.6591 1.2944 6.4397
C -6.4884 1.9105 7.6953
C -7.5790 2.3211 8.4352
C -8.8767 2.1328 7.9660
C -9.0479 1.5274 6.7272
C -7.9688 1.1142 5.9633
N -3.4572 0.9313 4.1896
N -2.4982 0.8382 3.1629
C -1.2210 1.3682 3.4498
C -1.0924 2.1474 4.6038
C 0.1283 2.7007 4.9529
C 1.2527 2.4911 4.1692
C 1.1289 1.7142 3.0287
C -0.0856 1.1508 2.6647
H -4.6771 1.2973 5.9321
H -5.4826 2.0556 8.0740
H -7.4170 2.7965 9.3965
H -9.7289 2.4548 8.5511
H -10.0497 1.3775 6.3388
H -8.1005 0.6544 4.9956
H -1.9690 2.3057 5.2106
H 0.1928 3.3042 5.8508
H 2.2076 2.9241 4.4395
H 1.9894 1.5320 2.3941
H -0.0816 0.5888 1.7491
O -2.2446 0.1609 0.9560
C -2.9023 0.3196 1.9760
C 3.3621 -1.1650 -4.1034
N 1.9931 -1.6241 -4.1800
C 1.5811 -2.3516 -5.3555
C 1.1459 -1.4000 -3.1553
O -0.0188 -1.7772 -3.1000
H 4.0560 -2.0113 -4.1000
H 3.5038 -0.5945 -3.1856
H 3.5971 -0.5167 -4.9513
H 2.1205 -3.2987 -5.4385
H 1.7787 -1.7574 -6.2519
H 0.5153 -2.5529 -5.2808
H 1.6216 -0.8176 -2.3510

Its max |F| is 0.007 Eh/bohr. The HOMO-LUMO gap comes out at 5.80 eV. For the HOMO energy, the calculation gives -0.0746 Eh. Its energy above the lowest of the compared OMol25 structures with the same formula, charge and spin is 0.0 kcal/mol. Its net charge is -2. The total energy comes out at -97945.5857 eV.

***

Record 8
ORCA calculation (ωB97M-V/def2-TZVPD) on a structure of composition C13H12BMnN8OS in a non-equilibrium geometry.

Cartesian coordinates (Å):
Mn 0.3123 -0.0068 0.0678
B 1.3454 0.5506 3.3523
N 0.2764 1.4477 2.6435
C -0.3505 2.4563 3.2502
C -1.2150 3.0663 2.3538
C -1.0472 2.3542 1.1827
N -0.1435 1.3762 1.3675
N 2.0916 -0.3763 2.3171
C 3.1705 -1.0817 2.6356
C 3.6142 -1.7905 1.5221
C 2.7224 -1.4631 0.5292
N 1.8062 -0.5982 1.0188
H 2.1766 1.2823 3.8260
H 0.8037 -0.1509 4.1709
H -0.1309 2.6870 4.2802
H -1.8632 3.9059 2.5322
H -1.5284 2.4778 0.2250
H 3.5680 -1.0299 3.6362
H 4.4641 -2.4464 1.4572
H 2.6706 -1.7732 -0.5013
O 0.1965 -1.2554 -1.3586
N -0.3818 -2.4462 -1.1354
C -0.2547 -3.3986 -2.0867
C -0.8662 -4.6059 -1.9223
C -1.6245 -4.8329 -0.7684
C -1.7430 -3.8443 0.1766
C -1.1035 -2.6155 -0.0129
S -1.1824 -1.2831 1.0783
H 0.3468 -3.1103 -2.9351
H -0.7546 -5.3634 -2.6839
H -2.1175 -5.7845 -0.6219
H -2.3219 -3.9841 1.0783
N 2.5878 5.3049 -2.3935
C 2.4246 4.1362 -2.4502
N 2.2676 2.8801 -2.6162
C 1.6508 2.0844 -1.7745
N 1.1498 1.2928 -1.1250

Its max |F| is 0.155 Eh/bohr. The HOMO-LUMO gap (spin up / spin down) comes out at 4.83 / 4.53 eV. For the HOMO energy (spin up / spin down), the calculation gives -0.4443 / -0.4213 Eh. Its net charge is +1. As for the spin multiplicity: 2. The total energy comes out at -70465.9049 eV. The expectation value of S² is 0.906.